13
Properties=species:S:1:pos:R:3 method="wB97M-V/def2-TZVPD" energy_ha=-696.9882 gap_ev=10.05 e_above_lowest_kcal_mol=23.7 mol_weight_g_mol=118.2
H 3.405 -0.031 -0.721
N 3.098 0.148 0.257
C 1.932 -0.306 0.487
N 0.902 -0.363 -0.486
S -0.428 -1.319 -0.140
C -1.800 -0.035 0.052
N -1.395 1.237 -0.184
N -2.959 -0.448 0.337
H -2.976 -1.408 0.503
H 1.493 -0.455 1.494
H 1.209 -0.428 -1.466
H -2.039 1.929 -0.042
H -0.444 1.479 -0.091

13
Properties=species:S:1:pos:R:3 method="wB97M-V/def2-TZVPD" energy_ha=-696.9782 gap_ev=9.06 e_above_lowest_kcal_mol=30.0 mol_weight_g_mol=118.2
H -1.175 2.181 1.347
N -0.869 1.336 0.882
C -0.267 1.579 -0.222
N -0.094 2.798 -0.835
S 0.430 0.261 -1.213
C 0.258 -1.092 -0.088
N 0.613 -2.237 -0.495
N 0.548 -3.269 0.431
H -0.272 3.626 -0.294
H 0.701 2.919 -1.471
H -0.138 -0.844 0.881
H -0.157 -3.124 1.125
H 0.422 -4.134 -0.048

13
Properties=species:S:1:pos:R:3 method="wB97M-V/def2-TZVPD" energy_ha=-696.8202 gap_ev=8.32 e_above_lowest_kcal_mol=129.2 mol_weight_g_mol=118.2
C -1.367 0.826 0.071
C -0.632 1.371 -0.985
N -1.151 -0.253 0.833
N 0.922 -0.215 -0.078
N 0.017 -0.705 0.745
N 0.406 -1.590 1.733
S 2.425 -0.816 0.007
H -2.208 1.319 0.427
H 0.115 0.987 -1.633
H -1.051 2.240 -1.256
H 1.154 -2.281 1.277
H -0.315 -2.121 2.261
H 2.968 -0.551 -1.192

13
Properties=species:S:1:pos:R:3 method="wB97M-V/def2-TZVPD" energy_ha=-353.1706 smiles="CC1([NH3+])N=NN=N1" gap_ev=9.37 e_above_lowest_kcal_mol=109.6 total_charge=+1 mol_weight_g_mol=100.1
C 0.533 0.965 0.882
C -0.022 -0.109 -0.099
N 0.918 -0.838 -1.002
N -1.441 0.880 -0.647
N -2.323 0.458 -0.003
N -2.036 -0.849 0.637
N -0.866 -1.061 0.489
H 0.612 2.014 0.568
H 1.435 0.543 1.233
H -0.140 0.870 1.719
H 0.693 -1.810 -1.111
H 1.860 -0.570 -0.636
H 0.778 -0.493 -2.029